No. 1
An isolated molecule of C3H6FIO2. Source: the OMol25 dataset; level of theory: ωB97M-V with the def2-TZVPD basis set.

Properties
HOMO-LUMO gap: 0.373 Ha
relative energy (zero: lowest compared OMol25 entry of this formula, charge and spin): 0.267 eV
net charge: 0
multiplicity: 1
lowest unoccupied orbital energy: 0.46 eV
SMILES: C[C@](F)(I)C(O)O

Last column: Löwdin charge in e.
Positions of all 13 atoms, in Å:
C  0.13318  1.60943  -0.03212  -0.113
C  0.16230  -0.80392  0.38345  -0.531
C  -0.51373  0.34057  -0.37921  -0.850
O  1.51533  -0.68063  -0.04386  -0.019
O  -0.39211  -2.06655  0.26804  -0.033
F  -0.57272  0.09007  -1.78883  -0.084
I  -2.56978  0.30828  0.22466  0.947
H  -0.49742  2.18769  0.62207  0.045
H  0.58314  2.14963  -0.97643  0.147
H  1.05733  1.29362  0.50180  0.089
H  0.10515  -0.54579  1.46142  0.154
H  1.93861  -1.51494  0.25107  0.123
H  -0.94929  -2.36745  -0.49206  0.126

No. 2
An isolated molecule of C13H19N3O4. Source: the OMol25 dataset; level of theory: ωB97M-V with the def2-TZVPD basis set.

Properties
HOMO-LUMO gap: 0.290 Ha
relative energy (zero: lowest compared OMol25 entry of this formula, charge and spin): 5.434 eV
net charge: 0
multiplicity: 1
lowest unoccupied orbital energy: -1.00 eV
SMILES: CCCCCCCC(=O)N/N=C/c1ccc([N+](=O)[O-])o1

Last column: Löwdin charge in e.
Positions of all 39 atoms, in Å:
C  0.22769  4.08964  2.11177  -0.109
H  -0.48826  4.08977  2.93062  0.069
C  -0.24201  5.02074  1.00004  -0.270
C  0.78010  5.18260  -0.12676  -0.225
C  1.13156  3.89303  -0.87063  -0.221
C  -0.05717  3.27005  -1.59905  -0.216
C  0.36036  2.03471  -2.39219  -0.203
C  -0.84446  1.38379  -3.08396  -0.119
C  -0.42494  0.14547  -3.82503  -0.465
O  -0.28808  0.04315  -5.01870  0.087
N  -0.16682  -0.94868  -3.01754  0.050
N  -0.28418  -0.90402  -1.70069  0.058
C  -0.01765  -1.93005  -0.98659  -0.048
C  -0.13731  -1.85250  0.43668  -0.229
C  -0.48845  -0.79434  1.26126  0.018
C  -0.43520  -1.28031  2.57106  0.051
C  -0.05541  -2.60169  2.45985  -0.208
N  0.15332  -3.57548  3.46056  -0.356
O  0.48902  -4.68699  3.11108  0.109
O  -0.02332  -3.21553  4.60952  0.089
O  0.12470  -2.94463  1.17158  0.137
H  -0.63963  -0.76159  3.48498  0.124
H  -0.74595  0.19103  0.93515  0.110
H  0.30861  -2.88600  -1.40340  0.138
H  0.13672  -1.80663  -3.48887  0.168
H  -1.58755  1.11364  -2.33334  0.114
H  -1.28049  2.08016  -3.80025  0.127
H  1.10105  2.31297  -3.14440  0.125
H  0.81777  1.31100  -1.71467  0.102
H  -0.49471  4.00845  -2.27422  0.122
H  -0.82317  2.98189  -0.87760  0.107
H  1.90938  4.12336  -1.60283  0.114
H  1.55037  3.16666  -0.17217  0.105
H  1.69891  5.59776  0.29452  0.108
H  0.39157  5.90764  -0.84610  0.108
H  -1.18739  4.65736  0.59374  0.096
H  -0.43243  6.00853  1.42637  0.104
H  1.19036  4.41609  2.49914  0.076
H  0.33037  3.06858  1.75305  0.054

No. 3
A cluster of 2 separate species, C7H7N in total. Source: the OMol25 dataset; level of theory: ωB97M-V with the def2-TZVPD basis set.

Properties
HOMO-LUMO gap (spin up / spin down): 0.272 / 0.272 Ha
relative energy (zero: lowest compared OMol25 entry of this formula, charge and spin): 7.909 eV
net charge: 0
multiplicity: 1
lowest unoccupied orbital energy (spin up / spin down): -1.85 / -1.85 eV

Last column: Löwdin charge in e.
Positions of all 15 atoms, in Å:
C  1.95608  -3.33254  1.03871  -0.131
C  1.25139  -2.35742  1.03032  -0.068
C  -0.56516  1.79500  -0.49435  -0.011
C  0.05310  0.12803  0.76267  -0.004
C  -0.40152  0.42065  -0.55951  -0.242
C  -0.25173  2.25244  0.86578  -0.184
C  -0.66479  -0.67741  -1.57791  -0.041
N  0.19317  1.03496  1.63855  0.092
H  2.54994  -4.08917  1.26486  -0.070
H  -1.15407  2.26675  -1.25853  0.113
H  0.48476  3.14710  1.22990  0.187
H  -1.18555  2.39022  1.40432  0.125
H  -0.87758  -1.63536  -1.06661  0.076
H  0.18073  -0.96998  -2.21908  0.094
H  -1.56876  -0.37327  -2.05912  0.065

No. 4
A structure of composition C34H41BN8S2Ti. Source: the OMol25 dataset; level of theory: ωB97M-V with the def2-TZVPD basis set.

Properties
HOMO-LUMO gap (spin up / spin down): 0.176 / 0.218 Ha
relative energy (zero: lowest compared OMol25 entry of this formula, charge and spin): 0.213 eV
net charge: -2
multiplicity: 3
lowest unoccupied orbital energy (spin up / spin down): 4.31 / 4.31 eV

Last column: Löwdin charge in e.
Positions of all 87 atoms, in Å:
Ti  0.08528  0.50363  -0.89994  0.447
C  0.80386  -0.76386  2.59396  -0.065
C  0.70599  -1.66183  1.52369  -0.158
C  -0.57876  -1.42023  0.87176  -0.213
C  -1.15462  -0.31891  1.59490  -0.128
C  -0.34085  0.05809  2.65492  -0.244
C  -0.73536  1.01799  3.76502  -0.558
C  0.44220  1.32911  4.69479  -0.068
C  -1.82617  0.34477  4.61793  -0.064
C  -1.31130  2.32595  3.21176  -0.068
C  -1.61786  -2.47751  0.41406  -0.527
C  -2.92758  -1.81897  -0.05403  -0.081
C  -1.99782  -3.33215  1.63984  -0.049
C  -1.16913  -3.41845  -0.70564  -0.057
C  1.81201  -2.71410  1.33482  -0.514
C  3.11922  -2.22977  1.98872  -0.079
C  1.44547  -4.04082  2.03048  -0.071
C  2.17170  -3.02554  -0.12314  -0.054
H  1.68100  -0.62856  3.21089  0.087
H  -2.14425  0.07873  1.42562  0.088
H  0.84737  0.40968  5.12358  0.076
H  0.10967  1.97140  5.51729  0.073
H  1.25641  1.83853  4.17678  0.066
H  -1.45129  -0.59315  5.03445  0.080
H  -2.69503  0.11204  3.99978  0.078
H  -2.14574  0.99561  5.44171  0.069
H  -0.58933  2.86883  2.59991  0.060
H  -1.62813  2.98253  4.03077  0.075
H  -2.17052  2.13574  2.56778  0.063
H  -3.46845  -1.37250  0.78108  0.073
H  -3.57762  -2.58433  -0.49112  0.077
H  -2.74932  -1.05565  -0.80998  0.017
H  -2.33985  -2.68026  2.44727  0.084
H  -1.15601  -3.90821  2.01568  0.050
H  -2.80750  -4.02802  1.38478  0.075
H  -0.88075  -2.84873  -1.58979  0.051
H  -1.99821  -4.07689  -0.98576  0.077
H  -0.33720  -4.05377  -0.40183  0.059
H  3.04802  -2.20015  3.07800  0.072
H  3.38338  -1.23148  1.63273  0.076
H  3.92873  -2.92052  1.72734  0.076
H  1.07736  -3.85599  3.04193  0.083
H  2.32723  -4.69076  2.08592  0.070
H  0.67649  -4.58244  1.47900  0.055
H  2.87637  -2.29108  -0.51531  0.069
H  1.30526  -3.01765  -0.77156  0.037
H  2.64731  -4.01121  -0.19026  0.083
C  2.53073  -2.10909  -3.67292  -0.060
C  1.34196  -1.75777  -3.02053  -0.179
N  1.54372  -0.76912  -2.16554  -0.015
N  2.85273  -0.44977  -2.24744  -0.031
C  3.46441  -1.24172  -3.14632  -0.101
B  3.36530  0.92908  -1.78653  -0.534
N  3.15482  1.18776  -0.28662  -0.021
C  4.06926  1.74009  0.53311  -0.106
C  3.42499  2.20080  1.66037  -0.060
C  2.08011  1.87794  1.43325  -0.137
N  1.92263  1.26829  0.27280  0.023
N  2.55076  1.98144  -2.56614  -0.025
C  2.91167  2.92622  -3.45207  -0.101
C  1.76828  3.57735  -3.86859  -0.074
C  0.73035  2.94382  -3.16471  -0.147
N  1.21839  1.99041  -2.38689  -0.009
H  2.68077  -2.87746  -4.41130  0.081
H  0.35613  -2.17851  -3.13318  0.082
H  4.51251  -1.11170  -3.36056  0.108
H  4.54046  1.02297  -2.04903  0.113
H  5.10575  1.78064  0.24096  0.106
H  3.85921  2.68746  2.51694  0.080
H  1.22302  2.03434  2.05979  0.076
H  3.94769  3.06060  -3.71778  0.105
H  1.69546  4.38732  -4.57446  0.076
H  -0.33174  3.12747  -3.17342  0.089
S  -1.44652  2.47600  -0.48100  0.602
C  -2.65436  2.39811  -1.72501  -0.698
C  -3.62342  3.41583  -1.77933  -0.085
C  -4.62141  3.45237  -2.73784  -0.225
C  -5.57495  4.52475  -2.73413  -0.207
N  -6.33414  5.39042  -2.71746  0.119
C  -4.68196  2.43627  -3.70440  -0.225
C  -3.73359  1.42507  -3.66798  -0.083
C  -2.71308  1.37089  -2.70980  -0.691
S  -1.56141  0.07033  -2.77637  0.594
C  -5.69284  2.43466  -4.71787  -0.208
N  -6.49681  2.42488  -5.54272  0.120
H  -3.57020  4.19705  -1.03192  0.100
H  -3.76635  0.63538  -4.40795  0.100

No. 5
The ion C5H14N2 with charge -1. Source: the OMol25 dataset; level of theory: ωB97M-V with the def2-TZVPD basis set.

Properties
HOMO-LUMO gap (spin up / spin down): 0.102 / 0.349 Ha
relative energy (zero: lowest compared OMol25 entry of this formula, charge and spin): 2.495 eV
net charge: -1
multiplicity: 2
lowest unoccupied orbital energy (spin up / spin down): 4.15 / 3.98 eV

Last column: Löwdin charge in e.
Positions of all 21 atoms, in Å:
N  1.55408  1.33111  1.67944  -0.039
C  0.58646  2.23023  1.06208  -0.305
C  -0.55407  1.46945  0.29086  -0.307
N  -0.46295  0.00290  0.56568  -0.090
C  -0.71619  -0.92479  -1.88696  -0.275
C  0.07933  -0.82529  -0.61004  -0.459
C  0.09542  -2.34050  -0.24242  -0.262
H  1.10050  0.50811  1.97832  0.022
H  2.22065  0.95629  1.07620  0.016
H  0.09631  2.64658  2.05960  0.110
H  0.97824  3.12893  0.78634  0.044
H  -0.83720  1.82870  -0.83487  0.112
H  -1.52249  1.66726  0.94028  0.078
H  -1.34897  -0.48268  0.80326  0.044
H  -0.79048  0.14695  -2.25278  0.052
H  -0.08132  -1.42629  -2.66673  0.062
H  -1.61105  -1.35871  -1.83467  -0.026
H  1.08238  -0.41259  -0.71276  0.116
H  0.53863  -2.42630  0.73584  0.028
H  -0.96410  -2.68794  0.00809  0.047
H  0.55681  -3.03140  -0.94474  0.034

No. 6
A structure of composition C27H35CaFN4P2. Source: the OMol25 dataset; level of theory: ωB97M-V with the def2-TZVPD basis set.

Properties
HOMO-LUMO gap (spin up / spin down): 0.113 / 0.079 Ha
net charge: 0
multiplicity: 1
lowest unoccupied orbital energy (spin up / spin down): -1.13 / -1.42 eV

Last column: Löwdin charge in e.
Positions of all 70 atoms, in Å:
Ca  -0.11118  2.02627  -4.49099  1.404
C  -2.01692  1.86957  -7.29574  -0.130
C  -2.13473  0.56121  -6.98668  -0.143
C  -1.33928  -0.50710  -7.63772  -0.169
C  0.15599  -0.13762  -7.74590  -0.165
C  0.67310  0.65879  -6.56413  -0.149
C  0.76069  2.01971  -6.66757  -0.242
C  0.28604  2.74319  -7.90570  -0.174
C  -1.12290  2.37222  -8.38063  -0.194
C  1.24100  0.98985  0.35740  -0.255
H  -2.71216  2.67346  -6.97642  0.116
H  -2.98512  0.16350  -6.43418  0.116
H  -1.72532  -0.70644  -8.65368  0.132
H  -1.44363  -1.45400  -7.08521  0.116
H  0.72259  -1.07160  -7.89771  0.125
H  0.31501  0.38094  -8.70264  0.103
H  1.30698  0.05849  -5.88946  0.102
H  1.38803  2.63360  -5.99630  0.093
H  0.94935  2.53699  -8.75638  0.127
H  0.33637  3.83482  -7.74775  0.118
H  -1.59091  3.27549  -8.80184  0.120
H  -1.11678  1.66536  -9.22479  0.114
H  0.65884  1.91830  0.33045  -0.056
H  2.21315  1.14822  0.85984  -0.065
H  0.72003  0.08263  0.69837  -0.073
P  1.56369  -0.44192  -1.78880  0.993
P  -1.50070  -1.03094  -1.71132  1.068
N  2.58609  0.73529  -2.58257  -0.251
N  2.84368  -1.68876  -1.42939  -0.208
N  -2.23997  0.30287  -2.66244  -0.201
N  -2.95035  -2.01155  -1.55184  -0.285
C  0.81830  -1.16563  -3.33728  -0.434
C  -0.53190  -1.89014  -3.04038  -0.389
C  2.76495  2.01307  -2.04314  -0.176
C  3.68466  2.70322  -2.80078  -0.107
C  4.08531  1.83682  -3.86820  -0.118
C  3.41040  0.63006  -3.71039  -0.157
C  3.76162  -1.52043  -0.38760  -0.150
C  4.49973  -2.68327  -0.19785  -0.107
C  3.98520  -3.65677  -1.13073  -0.112
C  2.96212  -3.02810  -1.83033  -0.169
C  -2.84813  1.45524  -2.15280  -0.088
C  -2.91841  2.43024  -3.13971  -0.080
C  -2.62726  1.76242  -4.35870  -0.232
C  -2.12405  0.49161  -4.04543  -0.262
C  -3.99434  -2.29838  -2.44128  -0.142
C  -4.97599  -3.00838  -1.76866  -0.103
C  -4.52887  -3.19412  -0.43186  -0.106
C  -3.30830  -2.55976  -0.30668  -0.148
H  1.53596  -1.85808  -3.81917  0.059
H  0.63799  -0.36482  -4.08600  -0.001
H  -1.14526  -2.01214  -3.96075  0.063
H  -0.31351  -2.91773  -2.67150  0.088
H  2.16236  2.29180  -1.19764  0.052
H  4.06375  3.69348  -2.56354  0.089
H  4.80757  2.08733  -4.63347  0.082
H  3.54839  -0.30768  -4.22316  0.097
H  3.81169  -0.59444  0.15129  0.090
H  5.31230  -2.84350  0.51975  0.090
H  4.33986  -4.67797  -1.24364  0.084
H  2.29497  -3.43754  -2.55466  0.072
H  -3.20614  1.52004  -1.13613  0.124
H  -3.32617  3.45627  -3.14117  0.118
H  -2.91624  2.14649  -5.31856  0.055
H  -1.76140  -0.29680  -4.69245  0.081
H  -3.96436  -1.96224  -3.46532  0.093
H  -5.91042  -3.34904  -2.17051  0.086
H  -5.02920  -3.73520  0.33996  0.085
H  -2.64873  -2.45268  0.53347  0.094
F  0.21957  2.12729  -2.49188  -0.609